# 1
6 unconnected molecules or ions with the total composition C29H43F5O20S in a non-equilibrium geometry, computed with ωB97M-V/def2-TZVPD.

Geometry as XYZ:
```
98
Properties=species:S:1:pos:R:3:forces:R:3:lowdin_charge:R:1
C 1.120 4.597 -5.237 -0.8 -0.5 -0.2 -0.16
C 0.672 3.579 -4.000 0.1 0.6 -0.4 -0.26
C -0.407 4.376 -3.054 -0.2 -0.1 -0.4 -0.25
C 0.248 5.632 -2.209 -0.3 0.0 -0.4 -0.22
C 1.455 5.209 -1.184 -0.9 -0.1 0.3 -0.21
C 0.888 3.915 -0.289 0.5 1.7 0.3 -0.20
C 1.806 3.834 1.067 0.5 -1.1 0.0 -0.18
C 2.019 2.275 1.632 1.2 1.8 -1.8 -0.24
O 0.709 1.660 1.895 1.2 -0.9 1.6 -0.40
S 0.644 0.877 3.407 1.9 -2.6 1.2 1.02
O 1.979 0.199 3.796 -3.8 2.3 -1.8 -0.46
O -0.438 -0.458 3.141 2.5 1.4 -1.9 -0.40
C 0.128 -1.349 2.081 0.0 -1.6 -1.3 -0.22
C 0.402 -2.842 2.734 -0.7 0.3 0.6 -0.15
C -0.054 -4.089 1.761 0.8 -0.5 -0.9 -0.16
C 1.231 -5.087 1.377 -1.8 1.0 2.0 -0.19
O 1.803 -4.539 0.136 3.3 -2.2 0.8 -0.10
C 3.215 -4.914 -0.037 4.6 -0.2 3.0 -0.28
C 3.703 -5.394 -1.542 -0.7 1.6 -0.2 -0.03
O 4.164 -4.859 0.914 -6.6 -0.2 -5.3 -0.04
H 1.704 4.024 -6.103 -1.1 1.3 2.1 0.08
H 1.700 5.545 -4.870 -1.0 -2.0 -0.7 0.07
H 0.096 4.964 -5.718 2.2 -0.7 0.9 0.08
H 0.179 2.630 -4.529 1.0 2.0 1.5 0.11
H 1.605 3.247 -3.335 -2.0 0.6 -1.6 0.10
H -1.205 4.859 -3.786 1.5 -1.1 1.6 0.11
H -0.969 3.595 -2.359 1.2 1.8 -1.4 0.11
H -0.615 6.108 -1.546 1.8 -0.9 -1.5 0.12
H 0.568 6.437 -3.029 -0.5 -1.6 2.0 0.11
H 2.469 4.964 -1.719 -2.0 0.3 0.9 0.12
H 1.683 6.121 -0.456 -0.6 -2.1 -1.6 0.10
H 0.929 2.936 -0.931 -0.2 1.8 1.4 0.11
H -0.225 4.220 0.011 2.3 -1.1 -0.7 0.13
H 2.909 4.207 0.813 -2.3 -0.8 0.5 0.13
H 1.393 4.496 1.943 0.7 -1.2 -1.8 0.12
H 2.517 1.666 0.734 -0.9 1.2 2.3 0.15
H 2.718 2.378 2.565 -1.4 -0.7 -1.7 0.12
H -0.660 -1.452 1.194 1.5 0.4 2.1 0.13
H 1.102 -0.901 1.582 -2.0 -0.9 1.3 0.13
H -0.275 -2.891 3.714 1.5 0.2 -2.1 0.12
H 1.523 -2.933 3.092 -2.3 0.2 -0.9 0.13
H -0.465 -3.717 0.707 0.7 -0.6 2.4 0.12
H -0.879 -4.767 2.252 1.6 1.5 -0.8 0.11
H 1.948 -5.041 2.300 -1.0 -0.2 -2.1 0.13
H 0.798 -6.170 1.278 1.1 1.9 -0.3 0.13
H 3.327 -6.464 -1.843 0.7 2.2 1.0 0.09
H 3.221 -4.634 -2.308 0.9 -1.7 1.6 0.09
H 4.879 -5.273 -1.678 -2.7 -0.5 0.8 0.11
C -5.072 -2.337 -0.263 -1.2 -0.5 0.0 -0.08
C -3.876 -2.234 0.620 0.4 -0.6 0.5 -0.33
O -2.898 -1.658 -0.215 -0.7 0.5 -0.2 0.13
C -3.595 -0.898 -1.105 1.2 2.4 -2.2 -0.49
O -3.094 -0.036 -1.809 -1.3 -2.2 1.7 0.15
O -4.926 -1.213 -1.109 1.0 0.5 0.0 0.05
F -3.447 -3.460 0.996 0.1 -0.1 0.3 0.08
H -5.074 -3.249 -0.869 0.2 0.0 0.2 0.15
H -6.009 -2.286 0.297 0.1 0.1 -0.2 0.15
H -4.024 -1.604 1.504 0.1 -0.2 0.0 0.18
C 3.883 8.871 2.332 0.8 0.0 1.0 -0.08
C 2.458 9.155 2.003 -0.5 0.7 0.1 -0.33
O 2.417 9.048 0.598 0.4 -0.8 0.2 0.14
C 3.393 8.152 0.282 0.7 -1.5 -2.9 -0.50
O 3.485 7.593 -0.799 -0.1 1.5 2.7 0.13
O 4.252 7.949 1.327 -0.7 -0.1 -0.8 0.07
F 2.128 10.421 2.344 -0.2 0.1 0.1 0.08
H 4.520 9.759 2.262 -0.3 0.1 0.0 0.15
H 4.001 8.433 3.327 0.0 -0.1 -0.3 0.15
H 1.746 8.451 2.446 -0.1 0.2 0.0 0.18
C -0.159 -0.241 7.132 -0.3 -0.5 -1.2 -0.08
C 1.008 0.405 7.799 0.5 0.7 -0.3 -0.33
O 0.517 0.727 9.081 -0.3 -0.8 0.0 0.14
C -0.436 -0.211 9.342 -1.5 -0.7 2.9 -0.50
O -0.892 -0.432 10.451 1.1 0.6 -2.7 0.14
O -0.814 -0.879 8.210 0.3 0.4 1.0 0.08
F 1.348 1.553 7.172 0.3 0.2 -0.1 0.08
H -0.838 0.484 6.672 0.2 0.1 0.1 0.15
H 0.146 -0.966 6.373 -0.1 0.0 0.2 0.14
H 1.886 -0.243 7.894 0.0 0.2 -0.1 0.18
C 3.970 -9.112 -4.884 0.8 -1.0 0.4 -0.08
C 3.255 -8.674 -6.116 -0.6 -0.4 -0.5 -0.33
O 2.544 -7.531 -5.696 0.8 0.2 0.4 0.15
C 3.293 -6.999 -4.690 -0.3 2.9 1.3 -0.49
O 3.154 -5.866 -4.259 0.3 -2.9 -1.3 0.12
O 4.224 -7.887 -4.225 -0.6 0.9 -0.3 0.07
F 2.362 -9.608 -6.513 -0.1 -0.1 -0.3 0.08
H 3.355 -9.750 -4.241 -0.1 0.1 -0.3 0.15
H 4.903 -9.636 -5.109 -0.1 0.2 0.1 0.15
H 3.915 -8.411 -6.950 -0.2 -0.1 0.0 0.18
C -8.182 -0.697 -2.479 0.2 1.3 0.0 -0.07
C -7.880 -1.890 -3.320 0.8 -0.3 -0.3 -0.33
O -8.414 -2.961 -2.576 -0.6 0.5 0.1 0.14
C -9.453 -2.424 -1.876 -2.6 -1.5 1.7 -0.50
O -10.326 -3.082 -1.335 2.2 1.6 -1.3 0.15
O -9.402 -1.057 -1.862 -0.3 -1.1 0.0 0.08
F -6.546 -2.074 -3.434 0.1 -0.1 -0.2 0.08
H -7.425 -0.519 -1.708 0.1 -0.2 -0.2 0.14
H -8.297 0.213 -3.074 -0.1 -0.2 0.2 0.15
H -8.340 -1.867 -4.313 0.2 -0.1 0.0 0.18
```
Positions in Å, forces in eV/Å.

As for the total energy: -3532.86583 Ha. For the HOMO energy, the calculation gives -10.0 eV. The calculation puts the molar mass at 838.7 g/mol.



# 2
2 unconnected molecules or ions with the total composition C3H5NOS in a non-equilibrium geometry, computed with ωB97M-V/def2-TZVPD.

Geometry as XYZ:
```
11
Properties=species:S:1:pos:R:3:forces:R:3:nbo_charge:R:1
C 0.649 0.408 1.181 0.8 1.1 -2.4 -0.11
C 0.982 0.578 -0.147 -3.9 1.7 3.0 0.07
C -1.035 1.338 0.206 1.7 -1.0 -0.1 0.29
N -0.619 0.888 1.352 -1.3 0.6 0.1 -0.46
O -0.090 1.166 -0.776 -0.6 0.2 1.0 -0.42
S 0.112 -1.860 -0.920 0.3 -0.9 -0.4 -0.30
H 1.311 0.160 1.974 0.0 -0.5 0.5 0.22
H 0.099 -3.082 -1.484 -0.5 0.1 0.1 0.14
H 1.690 0.486 -0.834 3.5 -0.9 -2.0 0.21
H -1.961 1.788 -0.111 0.0 -0.1 0.3 0.20
H -1.138 -1.870 -0.440 0.0 -0.2 -0.1 0.15
```
Positions in Å, forces in eV/Å.

As for the total energy: -645.43969 Ha. For the HOMO energy, the calculation gives -9.1 eV. The calculation puts the energy relative to the best compared isomer or geometry (same formula, charge and spin) at 189.0 kJ/mol. As for the SMILES: c1cocn1.S. The calculation puts the molar mass at 103.1 g/mol.



# 3
3 unconnected molecules or ions with the total composition C3H8P2 in a non-equilibrium geometry, computed with ωB97M-V/def2-TZVPD.

Geometry as XYZ:
```
13
Properties=species:S:1:pos:R:3:forces:R:3:nbo_charge:R:1
C 2.335 -0.973 -1.244 -0.1 0.8 -1.2 -0.87
C -2.882 -0.273 -1.986 1.0 0.2 0.7 -0.81
C 0.978 0.015 1.486 2.9 1.1 -1.4 -0.75
P -2.956 -0.031 -0.311 -0.1 -0.1 -1.5 0.41
P 1.391 0.398 -0.964 0.5 -1.5 2.9 0.55
H 2.525 -1.789 -0.528 0.1 0.5 -0.5 0.22
H 2.807 -1.054 -2.300 -0.9 -0.1 1.9 0.23
H -1.763 -0.353 -2.307 -2.4 -0.1 -0.2 0.23
H -3.795 -0.305 -2.670 1.8 0.0 0.8 0.24
H 1.425 0.881 2.148 -1.4 -1.4 -1.7 0.21
H -0.088 -0.161 1.487 0.1 0.0 0.3 0.21
H 1.690 -0.844 1.648 -1.3 0.6 -0.3 0.20
H -4.355 0.124 -0.250 -0.3 0.0 0.2 -0.06
```
Positions in Å, forces in eV/Å.

As for the total energy: -801.62330 Ha. For the HOMO energy, the calculation gives -8.7 eV. The calculation puts the energy relative to the best compared isomer or geometry (same formula, charge and spin) at 336.2 kJ/mol. The calculation puts the molar mass at 106.0 g/mol.



# 4
A molecular structure, C6H11N3 in a non-equilibrium geometry, computed with ωB97M-V/def2-TZVPD.

Geometry as XYZ:
```
20
Properties=species:S:1:pos:R:3:forces:R:3:nbo_charge:R:1
C 1.594 1.163 1.088 3.8 -2.3 -0.2 -0.62
C 0.583 0.064 0.725 -0.6 1.4 1.0 0.12
C 0.866 -1.394 0.323 2.5 -2.6 -2.2 -0.41
C -0.358 -1.188 -0.713 1.8 -0.3 -0.5 -0.07
C -1.694 -0.427 -2.072 -1.4 0.2 -3.9 0.23
C -0.084 0.313 -0.736 1.0 -1.7 -0.8 -0.10
H 1.973 1.073 2.116 0.3 -0.9 -0.2 0.21
H 2.523 1.481 0.453 -1.6 -1.5 0.6 0.22
H 1.200 2.072 1.221 -2.7 3.4 -0.1 0.21
H -1.248 0.779 1.378 2.7 -2.7 2.8 0.37
H -0.105 0.231 2.898 -1.0 -0.2 -3.9 0.39
H 2.031 -1.689 -0.064 -3.3 1.3 0.6 0.22
H 0.605 -2.271 0.968 0.3 1.4 0.1 0.24
H -1.219 -1.312 -0.139 -0.8 -0.1 2.3 0.19
H -2.369 -0.120 -2.960 0.6 -1.0 1.7 0.18
H -2.028 1.653 -1.407 3.4 -3.8 0.4 0.43
H 0.644 0.505 -1.604 0.2 0.0 1.9 0.19
N -0.464 -0.014 1.839 -1.8 3.4 -0.7 -0.88
N -1.115 -1.593 -2.003 0.9 2.7 1.0 -0.45
N -1.336 0.673 -1.311 -4.3 3.5 0.2 -0.66
```
Positions in Å, forces in eV/Å.

As for the total energy: -399.25691 Ha. For the HOMO energy, the calculation gives -8.6 eV. The calculation puts the energy relative to the best compared isomer or geometry (same formula, charge and spin) at 625.7 kJ/mol. The calculation puts the molar mass at 125.2 g/mol.



# 5
C6H12O in the gas phase in a non-equilibrium geometry, computed with ωB97M-V/def2-TZVPD.

Geometry as XYZ:
```
19
Properties=species:S:1:pos:R:3:forces:R:3:nbo_charge:R:1
C 1.545 0.097 -0.921 1.3 0.7 0.2 -0.60
C 0.754 0.014 0.361 0.3 0.1 -0.1 -0.28
C -0.126 1.210 0.757 0.1 0.1 0.0 -0.43
C -1.021 0.579 1.817 0.0 0.1 -0.2 -0.07
O -1.210 -0.770 1.340 -0.2 0.0 -1.0 -0.53
C -0.304 -1.043 0.267 0.0 0.2 -1.8 0.17
C -0.767 -0.861 -1.520 -0.8 -0.4 1.3 -0.70
H 2.497 0.546 -0.606 0.1 0.0 -0.6 0.20
H 1.752 -0.908 -1.314 0.0 0.4 0.1 0.22
H 1.097 0.730 -1.692 0.1 -0.2 0.1 0.21
H 1.523 -0.120 1.129 -0.5 -0.4 0.5 0.20
H -0.744 1.528 -0.092 0.2 0.0 0.1 0.21
H 0.464 2.058 1.105 -0.1 0.0 0.1 0.22
H -2.007 1.045 1.938 0.2 -0.1 -0.2 0.19
H -0.530 0.585 2.807 -0.1 -0.3 -0.3 0.17
H -0.070 -2.110 0.393 0.3 0.4 -0.4 0.20
H -1.149 0.133 -1.825 0.0 -0.4 0.8 0.20
H -0.144 -1.139 -2.426 0.1 -0.1 1.8 0.22
H -1.559 -1.575 -1.518 -1.0 -0.3 -0.3 0.20
```
Positions in Å, forces in eV/Å.

As for the total energy: -310.97451 Ha. For the HOMO energy, the calculation gives -9.2 eV. The calculation puts the energy relative to the best compared isomer or geometry (same formula, charge and spin) at 222.6 kJ/mol. As for the SMILES: C[C@@H]1OCC[C@@H]1C. The calculation puts the molar mass at 100.2 g/mol.



no.,lowest unoccupied orbital energy (Eh)
1,0.011
2,0.027
3,0.005
4,0.025
5,0.040